No. 1
The following is a quantum chemistry calculation of 2 unconnected molecules or ions with the total composition H4O2 at a distorted geometry, from the OMol25 dataset.

The geometry in ORCA input format:
```
! wB97M-V def2-TZVPD RIJCOSX def2/J DEFGRID3
* xyz 0 1
O -0.2476 -0.7789 1.2113
H 0.1872 -0.3174 0.4942
H -0.9810 -1.2320 0.7954
O 0.2377 0.4040 -0.7874
H 0.5483 1.0112 -0.1158
H 0.2553 0.9130 -1.5978
*
```

Computed properties:
SMILES = O.O
Energy relative to the best compared isomer or geometry (same formula, charge and spin) = 16.5 kcal/mol
HOMO = -10.644 eV
Energy = -4159.2235 eV


No. 2
The following is a quantum chemistry calculation of 2 unconnected molecules or ions with the total composition C13H23F8N4O3 at a distorted geometry, from the OMol25 dataset.

The geometry in ORCA input format:
```
! wB97M-V def2-TZVPD RIJCOSX def2/J DEFGRID3
* xyz 1 1
C -0.9224 2.4521 -3.6569
C -1.4006 1.9971 -2.3201
N -2.8216 1.7167 -2.4235
C -3.4616 1.3289 -1.1642
C -4.7212 0.5399 -1.5236
N -5.7393 1.3113 -2.2033
C -2.6341 0.4124 -0.2811
N -1.1563 0.5828 -0.4044
O -0.5520 -0.5209 0.2366
C -0.7276 0.6998 -1.8442
O -1.2782 -0.3427 -2.5505
C 0.8052 0.7071 -1.9801
C 1.3002 -0.3156 -2.9651
N 1.5140 -0.1174 -4.1670
H 0.1193 2.7069 -3.6860
H -1.1316 1.7264 -4.4222
H -1.4540 3.3482 -3.9103
H -1.2529 2.7548 -1.5486
H -3.3024 2.5446 -2.7337
H -3.8131 2.1903 -0.6138
H -5.1120 0.0419 -0.6496
H -4.4012 -0.2410 -2.1883
H -5.4896 1.3996 -3.1769
H -5.7950 2.2369 -1.7991
H -2.8688 -0.6178 -0.4560
H -2.8668 0.6395 0.7373
H -0.8521 1.4369 0.0618
H 0.0785 -0.1849 0.8902
H -1.2741 -1.1570 -2.0323
H 1.1654 1.6781 -2.2470
H 1.2826 0.4602 -1.0489
H 1.5034 -1.2889 -2.5610
H 1.2969 0.8528 -4.3921
C 1.8597 -1.5263 4.2630
C 2.1274 -0.5255 3.1325
C 2.3105 -1.1037 1.7367
F 3.3559 -1.9342 1.6594
F 2.5181 -0.0760 0.8545
F 3.1723 0.2515 3.4452
F 1.0144 0.2908 3.0290
O 2.9785 -1.9084 5.0067
C 3.7802 -2.9109 4.5142
C 5.1720 -2.3821 4.1756
F 5.0718 -1.3809 3.2707
F 5.8942 -3.3809 3.6311
F 3.2076 -3.5042 3.4448
F 3.9124 -3.8336 5.4805
H 1.2161 -1.0082 4.9717
H 1.2957 -2.3912 3.9106
H 1.4066 -1.6421 1.4231
H 5.6694 -2.0131 5.0747
*
```

Computed properties:
HOMO = -12.531 eV
Energy = -47687.3884 eV


No. 3
The following is a quantum chemistry calculation of 3 unconnected molecules or ions with the total composition C6H12O12S3 at a distorted geometry, from the OMol25 dataset.

The geometry in ORCA input format:
```
! wB97M-V def2-TZVPD RIJCOSX def2/J DEFGRID3
* xyz 0 1
C 3.2627 3.4652 -0.3068
C 3.7738 3.1385 1.1225
O 2.6377 2.5675 1.8208
S 1.5959 1.9793 0.7951
O 0.2986 2.1681 1.2715
O 1.9922 0.6700 0.3950
O 1.9240 2.9920 -0.3778
H 3.8684 2.9072 -1.0166
H 3.2867 4.5333 -0.4853
H 4.0425 4.0131 1.7042
H 4.5688 2.3990 1.1295
C -0.2117 -1.3695 1.6836
C 0.4353 -1.9206 0.4077
O -0.3775 -3.0171 -0.0410
S -1.1863 -3.5871 1.2068
O -0.3240 -4.3967 1.9755
O -2.4406 -4.0793 0.7679
O -1.3950 -2.1937 1.9113
H -0.5575 -0.3497 1.5723
H 0.4199 -1.5215 2.5542
H 1.4653 -2.2385 0.5518
H 0.4501 -1.1604 -0.3703
C -2.4863 -1.4132 -2.3158
C -3.1798 -1.0924 -1.0088
O -2.3589 -0.0111 -0.4760
S -1.9132 0.9402 -1.6706
O -0.5585 1.2949 -1.4929
O -2.8791 1.9568 -1.8727
O -2.0809 -0.1337 -2.8374
H -3.1307 -1.8782 -3.0573
H -1.6225 -2.0597 -2.1596
H -3.1273 -1.8981 -0.2837
H -4.1924 -0.7045 -1.0969
*
```

Computed properties:
SMILES = O=S1(=O)OCCO1.O=S1(=O)OCCO1.O=S1(=O)OCCO1
Energy relative to the best compared isomer or geometry (same formula, charge and spin) = 0.0 kcal/mol
HOMO = -11.159 eV
Energy = -63489.8035 eV


No. 4
The following is a quantum chemistry calculation of a single C3H5N3 molecule at a distorted geometry, from the OMol25 dataset.

The geometry in ORCA input format:
```
! wB97M-V def2-TZVPD RIJCOSX def2/J DEFGRID3
* xyz 0 1
C 1.6075 0.2999 -0.4096
N 0.3480 0.1890 0.0104
C -0.1530 -0.1612 1.2894
N -1.3855 -0.5360 1.2561
N -1.8278 -0.3624 -0.0668
C -0.7684 0.2966 -0.7163
H 1.7239 0.4109 -1.4770
H -1.5287 -1.1595 -0.7242
H 2.4120 0.3324 0.3004
H 0.4826 -0.1302 2.1691
H -0.9107 0.8204 -1.6315
*
```

Computed properties:
Energy relative to the best compared isomer or geometry (same formula, charge and spin) = 109.7 kcal/mol
HOMO = -6.741 eV
Energy = -7657.6987 eV


No. 5
The following is a quantum chemistry calculation of a molecular structure, C13H19BrIrSi at a distorted geometry, from the OMol25 dataset.

The geometry in ORCA input format:
```
! wB97M-V def2-TZVPD RIJCOSX def2/J DEFGRID3
* xyz 0 6
C -0.9405 -1.2586 -2.7332
C -0.9185 -2.2079 -1.6943
C -1.5288 -1.6177 -0.5204
H -0.5504 -3.2243 -1.7526
C -1.9134 -0.2453 -0.8780
C -1.4825 -0.0359 -2.2445
H -1.6020 0.9022 -2.7868
H -0.6194 -1.4369 -3.7562
H -1.7822 -2.1131 0.4076
H -2.5480 0.4011 -0.2883
Ir 0.1217 -0.2219 -0.3335
Br 1.2652 -2.1347 0.7074
C 2.1087 0.5287 -0.4469
C 1.2171 1.3207 -1.3269
C 1.3956 0.7811 -2.6666
H 0.8120 2.2979 -1.0592
C 2.3002 -0.3015 -2.6140
C 2.7515 -0.4725 -1.2926
H 3.4995 -1.1787 -0.9516
H 2.4630 0.8774 0.5148
H 0.9354 1.1999 -3.5603
H 2.6300 -0.9028 -3.4668
C 1.0816 1.3587 2.5761
Si -0.4326 0.4444 1.8573
C -0.9119 -1.0089 2.9993
C -1.8861 1.6928 1.8468
H 1.9431 0.6813 2.6568
H 0.8592 1.7546 3.5782
H 1.3586 2.2036 1.9290
H -1.2132 -0.6486 3.9947
H -1.7518 -1.5847 2.5881
H -0.0840 -1.7139 3.1493
H -2.0106 2.1483 2.8437
H -1.7327 2.5136 1.1362
H -2.8340 1.2017 1.5875
*
```

Computed properties:
<S²> = 8.789
HOMO (spin up / spin down) = -4.896 / -8.395 eV
Energy = -94542.2743 eV


No. 6
The following is a quantum chemistry calculation of a molecular structure, C26H30As2N4O11PtS3 at a distorted geometry, from the OMol25 dataset.

The geometry in ORCA input format:
```
! wB97M-V def2-TZVPD RIJCOSX def2/J DEFGRID3
* xyz 2 5
Pt -0.0465 -0.7033 -0.3466
N 1.5179 6.9367 2.8060
C 1.0634 5.7930 2.2412
C 1.8007 5.1539 1.2272
C 1.3378 3.9977 0.6558
C 0.1193 3.4525 1.0877
C -0.6247 4.0751 2.0968
C -0.1566 5.2284 2.6631
S -0.4498 2.0346 0.3632
O 0.2216 1.8235 -0.9135
O -1.8963 1.9925 0.3780
N 0.0891 0.6651 1.1929
C -0.6304 0.3152 2.4019
N -1.2106 -0.8729 2.4178
C -1.7420 -1.2333 3.5916
C -1.7225 -0.4085 4.6983
C -1.1517 0.8399 4.5210
N -0.5954 1.2124 3.3659
H 2.3684 7.3670 2.4932
H 0.9855 7.4165 3.5076
H 2.7371 5.5859 0.8952
H 1.9042 3.5118 -0.1279
H -1.5671 3.6546 2.4175
H -0.7293 5.7209 3.4403
H -2.2063 -2.2131 3.6310
H -2.1371 -0.7173 5.6482
H -1.1305 1.5694 5.3226
C 3.9646 -3.8396 -0.9209
O 2.6946 -3.8778 -0.1999
C 1.8569 -2.9031 -0.2302
S 2.1209 -1.4144 -1.0478
S 0.4077 -3.0213 0.6005
H 4.7470 -3.7247 -0.1795
H 3.9852 -3.0271 -1.6407
H 4.0442 -4.7963 -1.4203
C -0.9655 -1.7889 -5.8806
O -0.6358 -2.6617 -4.7749
C -1.2363 -2.6830 -3.5999
O -0.7644 -3.2932 -2.6754
C -2.4467 -1.8249 -3.2883
C -3.5915 -1.7167 -3.9515
As -5.0724 -0.3926 -3.8264
C -6.3809 -1.2854 -2.7074
C -3.8077 0.6907 -2.7464
C -3.6624 0.1795 -1.5305
As -2.1852 -1.1352 -1.4205
C -3.0594 -2.6094 -0.5351
C -4.6837 0.3426 -0.4109
O -5.7573 0.8407 -0.5895
O -4.1460 -0.0464 0.7246
C -4.8429 0.3182 1.9505
C -2.7206 1.1026 -3.7250
O -2.9051 1.0373 -4.9118
O -1.6269 1.4392 -3.0912
C -0.5154 1.8803 -3.9320
C -4.1400 -2.5587 -5.0589
O -5.2017 -2.1802 -5.5274
O -3.5043 -3.6545 -5.3558
C -4.1194 -4.4970 -6.3843
H -1.5122 -2.3514 -6.6258
H -0.0150 -1.4709 -6.2929
H -1.5307 -0.9185 -5.5545
H -7.0691 -1.7924 -3.3809
H -6.9093 -0.5293 -2.1339
H -5.9059 -2.0107 -2.0528
H -4.1081 -2.6720 -0.8125
H -2.9515 -2.4628 0.5365
H -2.5169 -3.4940 -0.8612
H -4.7474 -0.5295 2.6188
H -5.8848 0.5345 1.7451
H -4.3375 1.1887 2.3593
H 0.2327 2.2365 -3.2384
H -0.8582 2.6645 -4.5984
H -0.1496 1.0359 -4.5093
H -3.4293 -5.3187 -6.5243
H -4.2444 -3.9224 -7.2969
H -5.0829 -4.8500 -6.0302
*
```

Computed properties:
<S²> = 6.057
HOMO (spin up / spin down) = -12.436 / -12.459 eV
Energy = -213340.3286 eV